(1)
DFT (wB97M-V/def2-TZVPD) results for a single C23H29N3O5S molecule in a non-equilibrium geometry.

Geometry as XYZ:
```
61
Properties=species:S:1:pos:R:3:forces:R:3
C -5.92905 -2.76658 0.37485 0.049 -0.033 -0.008
C -5.15551 -1.48794 0.28442 0.020 0.055 0.088
C -4.90663 -0.89971 -0.95295 0.057 0.138 0.023
C -4.15790 0.25935 -1.04542 -0.096 -0.036 -0.126
C -3.66239 0.83889 0.10608 0.303 0.425 0.133
S -2.62148 2.28255 -0.05594 0.118 -0.457 -0.165
O -3.17297 3.17323 -1.03431 0.005 -0.129 -0.230
O -2.35077 2.80812 1.25780 -0.065 -0.295 0.009
N -1.28553 1.54146 -0.73810 -0.967 0.474 0.247
C -0.48343 0.80140 0.20509 0.199 -0.262 0.605
C 0.48416 1.70143 0.97143 -0.018 -0.080 -0.048
C 1.39701 2.45173 -0.01332 -0.034 0.112 -0.072
C 2.32253 1.44354 -0.67673 0.016 0.378 0.300
O 2.09850 0.94986 -1.77794 -0.168 0.070 -0.429
N 3.39334 1.05423 0.03678 0.178 -0.288 -0.039
C 3.89408 1.62486 1.27593 0.074 0.398 0.451
C 5.07677 0.73219 1.64706 -0.022 0.043 -0.046
C 5.60117 0.26942 0.29093 -0.146 -0.122 0.043
C 4.31556 0.05282 -0.49859 0.242 -0.306 -0.224
C 3.74252 -1.36351 -0.26506 0.095 0.451 -0.413
O 4.19492 -2.12940 0.56059 0.204 -0.271 0.406
N 2.71626 -1.65055 -1.08186 -0.364 -0.151 -0.395
C 1.99623 -2.90839 -1.01116 -0.111 0.065 -0.013
C 0.60064 -2.73945 -0.50522 0.359 -0.234 0.831
C 0.08304 -2.76057 0.75738 0.339 -0.041 -0.549
C -1.30975 -2.54228 0.61903 -0.241 0.037 -0.483
C -1.53382 -2.40179 -0.71475 -0.535 0.049 0.774
O -0.38688 -2.51700 -1.40161 0.316 0.010 -0.498
C 0.52254 3.20893 -1.02228 0.121 -0.273 -0.114
C -0.50912 2.29997 -1.69412 0.045 0.536 -0.520
C -3.90698 0.28134 1.34498 0.060 0.167 0.102
C -4.65297 -0.88171 1.43065 -0.034 -0.017 -0.118
H -6.66763 -2.83140 -0.42015 -0.074 -0.051 -0.029
H -5.25008 -3.61395 0.27372 -0.019 -0.107 0.000
H -6.43236 -2.85085 1.33455 -0.060 -0.050 0.046
H -5.30369 -1.35721 -1.84766 -0.046 -0.028 -0.100
H -3.95376 0.73144 -1.99286 -0.007 -0.020 -0.198
H -1.16502 0.30047 0.89486 0.215 -0.164 0.001
H 0.07041 0.04148 -0.35341 -0.127 -0.079 0.055
H -0.09964 2.42563 1.54190 0.136 -0.045 0.048
H 1.06423 1.08929 1.66403 0.017 -0.001 0.046
H 2.00309 3.17941 0.53557 -0.023 -0.093 -0.008
H 3.12975 1.63337 2.05436 0.025 0.061 -0.043
H 4.22732 2.65559 1.10047 -0.053 -0.057 0.084
H 5.82309 1.26252 2.23419 -0.023 0.026 0.058
H 4.73156 -0.13523 2.20857 0.007 0.007 0.026
H 6.17267 -0.65244 0.36702 0.030 0.032 -0.046
H 6.21184 1.04156 -0.17749 -0.015 0.026 -0.050
H 4.43271 0.20830 -1.57618 -0.017 -0.015 0.148
H 2.35538 -0.91368 -1.68323 0.194 -0.023 0.136
H 2.56112 -3.55377 -0.33373 -0.148 0.021 -0.161
H 1.96250 -3.35344 -2.01053 0.038 -0.073 0.143
H 0.62780 -2.91892 1.66514 0.204 -0.059 0.172
H -2.03968 -2.49874 1.40093 -0.229 0.037 0.116
H -2.42860 -2.21331 -1.27314 -0.074 0.034 -0.175
H 1.14905 3.66296 -1.79168 -0.030 0.071 0.001
H -0.00598 4.00098 -0.48658 0.056 0.065 -0.006
H -1.21847 2.89623 -2.26858 0.178 -0.013 -0.119
H -0.00575 1.58929 -2.35380 -0.164 0.108 0.095
H -3.51681 0.77182 2.22331 0.038 0.009 0.138
H -4.84911 -1.32382 2.39675 -0.027 -0.034 0.101
```
Forces are in eV/Å.

Output
Total charge: 0
Energy relative to the best compared isomer or geometry (same formula, charge and spin): 66.0 kJ/mol
LUMO: 0.024 Ha
Structure (SMILES): Cc1ccc(S(=O)(=O)N2CCC(C(=O)N3CCC[C@H]3C(=O)NCc3ccco3)CC2)cc1
HOMO-LUMO gap: 9.33 eV
E: -49865.6454 eV


(2)
DFT (wB97M-V/def2-TZVPD) results for a gas-phase ion, C2H7N2O2 (charge +1) in a non-equilibrium geometry.

Geometry as XYZ:
```
13
Properties=species:S:1:pos:R:3:forces:R:3
N -1.41478 -1.21802 0.19953 4.146 2.796 1.812
C -0.23888 0.01572 -0.05940 -4.575 -2.915 0.929
N -0.85615 1.36651 0.04800 1.435 0.809 -2.342
C 1.06427 -0.16894 0.01391 2.910 1.495 -2.082
O 1.90898 0.92839 -0.23493 -2.506 -1.511 1.076
O 1.68268 -1.36227 0.02331 0.477 2.337 0.015
H -0.99794 -2.12176 0.57283 -0.646 1.765 -0.769
H -1.91853 -1.35868 -0.63001 -0.361 -0.414 -1.561
H -0.99885 1.98141 -0.83161 0.179 -1.827 0.916
H -0.26945 1.99830 0.57750 0.373 0.029 0.807
H -1.73746 1.28060 0.48580 -1.432 -0.226 0.887
H 2.78972 0.60819 -0.38725 0.968 -0.360 -0.018
H 0.98637 -1.94945 0.22232 -0.967 -1.978 0.330
```
Forces are in eV/Å.

Output
Total charge: +1
Energy relative to the best compared isomer or geometry (same formula, charge and spin): 294.2 kJ/mol
LUMO: -0.139 Ha
Structure (SMILES): NC([NH3+])=C(O)O
HOMO-LUMO gap: 10.02 eV
E: -9253.7227 eV


(3)
DFT (wB97M-V/def2-TZVPD) results for a molecular structure, C9H11I2N3 in a non-equilibrium geometry.

Geometry as XYZ:
```
25
Properties=species:S:1:pos:R:3:forces:R:3
C -2.90286 1.36677 -1.57390 0.470 2.455 -0.059
C -1.58583 1.46719 -1.25723 -1.659 -3.989 0.096
C -3.63828 0.27219 -1.13454 -3.068 -2.138 -0.300
C -1.80539 -0.66037 -0.13315 2.489 1.444 0.720
C -1.36233 -1.53499 0.76718 -0.296 -0.771 1.022
C 1.55012 -0.19581 -0.46049 1.665 0.119 1.596
C 2.42841 -0.42336 2.02326 2.393 -2.173 1.855
C 0.42362 0.72063 -0.10615 -2.383 0.105 -1.994
C 2.80196 -0.16512 0.54654 0.028 0.115 -0.055
N -3.11644 -0.63684 -0.41315 -1.227 -0.833 -0.504
N 1.47279 -0.96259 -1.42369 -0.534 -0.219 -1.666
N -0.91812 0.39355 -0.70581 -0.727 -0.386 0.579
I 3.75241 1.85271 0.38654 -0.508 -0.826 0.101
I 4.34292 -1.65133 -0.05191 -0.689 0.672 0.317
H -3.36731 2.27023 -1.93224 -0.192 -0.118 -0.530
H -1.02036 2.18310 -1.70202 1.691 2.392 -0.659
H -4.75979 -0.02694 -1.41069 2.326 1.549 0.453
H -0.31405 -1.54169 1.04805 -0.245 -0.324 0.149
H -2.15538 -2.15496 1.28829 1.460 0.646 -0.845
H 3.33038 -0.42837 2.83635 -1.592 0.075 -2.495
H 1.95097 -1.44214 2.23290 0.448 1.314 -0.825
H 1.82197 0.32524 2.43540 -1.217 1.155 0.199
H 0.48709 1.73785 -0.53730 1.205 -0.393 0.914
H 0.25220 0.68296 0.92909 0.036 0.547 1.654
H 2.33130 -1.44792 -1.65132 0.128 -0.417 0.278
```
Forces are in eV/Å.

Output
Total charge: 0
LUMO: -0.025 Ha
HOMO-LUMO gap: 6.75 eV
E: -30179.6050 eV